ORCA calculation (wB97M-V/def2-TZVPD) on C30H23ClN3O9P3Re as an isolated structure in a non-equilibrium geometry.

Last column: Mulliken charge in e.
Element x y z (Å)
Re -0.17504 -1.00816 -0.73072  3.18
O 4.48280 -2.54200 4.56066  -0.58
N 4.81021 -2.99575 3.49438  0.99
O 5.74572 -3.71076 3.27280  -0.55
C 3.99758 -2.61058 2.32304  -0.17
C 4.60215 -2.67296 1.10444  -0.74
C 3.93473 -2.24582 -0.07725  0.95
C 4.49047 -2.31938 -1.36828  -0.61
C 3.75623 -1.83360 -2.42750  -1.16
C 2.50695 -1.24757 -2.20540  -0.13
N 1.94433 -1.20094 -1.00490  0.47
C 2.62945 -1.73126 0.04406  0.10
C 1.95159 -1.79529 1.29926  0.06
N 0.63138 -1.47019 1.28435  -0.50
C -0.04921 -1.56322 2.41673  0.06
C 0.54271 -1.93793 3.62054  -1.26
C 1.88156 -2.25907 3.66437  -0.57
C 2.62601 -2.21296 2.47026  0.54
H 5.61774 -3.04107 1.03004  0.58
H 5.46603 -2.76027 -1.51403  0.52
H 4.11876 -1.89385 -3.44210  0.47
H 1.94568 -0.83565 -3.03462  0.53
H -1.10085 -1.31973 2.37918  0.43
H -0.06174 -1.97769 4.51131  0.54
H 2.35577 -2.53598 4.59504  0.63
O -2.74191 -4.16377 -1.47451  -0.49
P -1.74632 -2.98551 -1.66104  0.48
O -0.28815 -3.29369 -1.48960  -0.50
O -2.11004 -1.85468 -0.68799  -0.51
O -2.04412 -2.49441 -3.16394  -0.34
P -0.96066 -1.46565 -3.82154  0.52
O -1.84292 -0.63446 -4.81768  -0.38
O 0.23043 -2.10680 -4.37241  -0.65
O -0.65403 -0.50576 -2.65153  -0.24
H -3.00096 -4.63670 -2.26450  0.35
H -1.70293 -0.90677 -5.72653  0.36
Cl -0.12868 2.21616 -2.89051  -0.14
C -1.79612 2.11373 -2.58934  0.55
C -2.71612 2.45158 -3.57295  -0.50
C -4.06679 2.29128 -3.32075  -0.62
C -4.49594 1.79290 -2.09810  -0.86
C -3.57772 1.44567 -1.11798  -0.82
C -2.21797 1.62536 -1.34108  0.10
P -0.95071 1.19373 -0.11296  1.37
C -1.78396 1.09938 1.50102  1.39
C -2.72917 0.09480 1.73498  -0.86
C -3.36666 0.01916 2.96229  -0.52
C -3.05552 0.92241 3.96990  -0.85
C -2.10318 1.90555 3.74735  -0.77
C -1.46577 1.99467 2.52077  -1.28
C 0.17017 2.60305 -0.00958  0.14
C -0.37984 3.88055 0.09261  -0.43
C 0.45603 4.97486 0.21138  -0.78
C 1.83206 4.79882 0.21433  -0.65
C 2.37843 3.52861 0.09278  -0.68
C 1.55059 2.42473 -0.01256  -0.47
H -2.37106 2.81624 -4.52706  0.52
H -4.78583 2.54410 -4.08413  0.45
H -5.55156 1.68119 -1.90862  0.48
H -3.92349 1.04379 -0.17960  0.48
H -2.94088 -0.63659 0.96583  0.23
H -4.09824 -0.75586 3.13317  0.49
H -3.54974 0.85765 4.92732  0.46
H -1.85191 2.60954 4.52709  0.50
H -0.72891 2.76521 2.35479  0.41
H -1.45395 4.00928 0.08334  0.54
H 0.03840 5.96535 0.30491  0.47
H 2.47990 5.65573 0.31628  0.43
H 3.45176 3.41829 0.08315  0.45
H 1.94294 1.41896 -0.11247  0.41

Orbital gap (spin up / spin down) (eV): 5.21 / 5.55
Highest occupied orbital energy (spin up / spin down) (Ha): -0.5206 / -0.5205
Expectation value of S²: 0.759
Multiplicity: 2
Net charge: +2

***

ORCA calculation (wB97M-V/def2-TZVPD) on C25H28BN8OS2W as an isolated structure.

Last column: Mulliken charge in e.
Element x y z (Å)
W -0.05953 -0.43102 -0.06918  1.36
C -2.68044 -2.21848 1.93612  -1.05
N -0.25701 -0.02077 1.92136  0.76
C 0.73983 -0.79368 2.68046  -1.12
C 2.15505 -0.51574 2.17865  -0.86
N 2.27607 -0.82381 0.72502  1.01
C 2.64440 -2.23412 0.53947  -1.36
C 3.28262 -0.02441 0.05658  -0.91
C 4.53117 0.15380 0.63450  -0.47
C 5.53502 0.84479 -0.02543  -0.94
C 5.28025 1.34288 -1.29917  -0.64
C 4.03708 1.15858 -1.87880  -0.76
C 3.01194 0.47534 -1.21540  1.40
S 1.45038 0.30147 -1.99682  -0.52
C -0.53939 1.24280 2.47417  -0.85
C -1.39756 1.39043 3.55567  -0.37
C -1.63726 2.64390 4.11172  -0.86
C -1.00542 3.75728 3.56998  -0.56
C -0.14974 3.61915 2.48474  -0.74
C 0.09293 2.36584 1.91391  0.99
S 1.10047 2.09603 0.52203  -0.03
H -2.43354 -1.78304 2.90302  0.13
H -1.77776 -2.70308 1.57368  0.04
H -3.24717 -0.17642 1.49343  0.12
H 0.51475 -1.85489 2.55420  0.32
H 0.68138 -0.54974 3.74616  0.68
H 2.88022 -1.11494 2.74756  0.39
H 2.38855 0.54063 2.29570  0.51
H 3.64464 -2.42120 0.94528  0.44
H 2.63987 -2.46213 -0.52556  0.14
H 1.90645 -2.86726 1.02517  0.42
H 4.71608 -0.24239 1.62622  0.35
H 6.49778 0.99345 0.44695  0.38
H 6.04774 1.88725 -1.83654  0.35
H 3.82628 1.56566 -2.86007  0.45
H -1.88047 0.50724 3.96077  0.39
H -2.31362 2.74732 4.95161  0.39
H -1.18323 4.74107 3.98962  0.35
H 0.34503 4.48838 2.06728  0.44
C -1.77470 3.07265 -2.55608  -1.35
C -1.30131 2.60408 -1.32832  -0.19
N -1.36957 1.27502 -1.26410  0.13
N -1.90992 0.87877 -2.43626  0.21
C -2.13915 1.92814 -3.23115  -0.17
B -2.37892 -0.57831 -2.68038  0.07
N -1.23553 -1.47594 -3.14130  0.18
C -0.92055 -1.94448 -4.36059  -0.17
C 0.18159 -2.76492 -4.22477  -1.13
C 0.47746 -2.71010 -2.85325  -0.18
N -0.37277 -1.92251 -2.22052  -0.13
N -2.93506 -1.03818 -1.31678  -0.38
C -4.24303 -1.39087 -1.05352  -0.47
C -4.44936 -1.47302 0.26521  -0.97
C -3.16099 -1.13295 0.95013  0.76
N -2.25615 -0.89986 -0.17179  0.18
H -1.84038 4.09200 -2.89318  0.40
H -0.89795 3.16908 -0.50922  0.40
H -2.58261 1.78621 -4.20325  0.44
H -3.25719 -0.56959 -3.50756  -0.19
H -1.51244 -1.68614 -5.22336  0.44
H 0.69488 -3.31109 -4.99710  0.39
H 1.28529 -3.17863 -2.31505  0.39
H -4.91617 -1.54360 -1.88131  0.45
H -5.36636 -1.72812 0.76984  0.49
H -3.46572 -2.98612 2.06531  0.51
O -0.01724 -2.09773 0.39432  -0.85

Orbital gap (spin up / spin down) (eV): 6.22 / 6.51
Highest occupied orbital energy (spin up / spin down) (Ha): -0.1245 / -0.1368
Expectation value of S²: 2.016
Multiplicity: 3
Net charge: -1

***

How do the records compare in energy relative to the best compared isomer or geometry (same formula, charge and spin)? In the order shown, they have 18.5; 2.4 kcal/mol.
How do the records compare in energy? In the order shown, they have -96890.903; -64523.904 eV.